The following is a quantum chemistry calculation of C43H42AsBrCaCl3N11O4S5Se as an isolated structure, from the Open Molecules 2025 dataset.

```
112
Properties=species:S:1:pos:R:3:forces:R:3:lowdin_charge:R:1
Ca -0.144 -0.730 -0.102 0.311 0.386 0.011 0.969
S 5.125 -1.421 -1.290 0.072 0.046 0.003 -0.084
As 3.015 -1.784 -1.551 -0.124 -0.210 -0.001 -0.553
S 2.000 -2.615 0.145 0.075 -0.175 -0.051 -0.053
S 1.898 -0.123 -2.294 -0.069 -0.036 0.202 0.041
S 3.568 -3.271 -3.027 0.074 0.045 -0.006 -0.072
O -6.713 1.295 -0.200 -0.010 -0.001 0.002 0.050
C -5.458 0.785 -0.034 0.010 0.000 0.004 -0.319
C -5.054 -0.403 -0.632 0.000 0.003 -0.018 0.005
C -3.762 -0.841 -0.407 -0.003 0.018 0.012 -0.116
N -2.890 -0.166 0.341 -0.013 -0.095 0.067 0.013
C -3.299 0.946 0.896 -0.008 0.003 -0.060 -0.742
Br -2.022 1.873 1.953 0.010 0.009 0.010 0.757
C -4.570 1.486 0.764 0.003 0.009 -0.020 -0.053
H -7.199 0.717 -0.797 0.005 0.004 -0.002 0.100
H -5.726 -0.976 -1.260 -0.002 0.001 0.000 0.113
H -3.393 -1.768 -0.830 -0.005 -0.009 0.012 0.106
H -4.853 2.410 1.243 -0.003 0.002 -0.001 0.106
N 2.079 -0.782 5.290 -0.006 -0.054 -0.003 0.108
C 2.422 -0.324 4.028 -0.001 0.030 -0.008 -0.382
C 1.434 -0.140 3.048 0.080 0.059 0.061 -0.106
N 1.746 0.218 1.819 -0.213 -0.123 0.030 0.044
C 3.041 0.402 1.545 -0.002 0.019 -0.098 -0.179
C 4.000 0.242 2.520 0.009 0.028 0.028 -0.123
N 3.703 -0.112 3.776 -0.010 -0.002 -0.002 0.109
H 1.113 -0.701 5.556 0.012 0.028 0.010 0.083
H 2.756 -0.597 6.011 -0.009 0.015 -0.006 0.077
H 0.390 -0.333 3.264 -0.008 -0.013 -0.014 0.087
H 3.304 0.647 0.524 0.000 -0.025 0.014 0.061
H 5.048 0.388 2.287 0.000 -0.006 -0.011 0.100
C -0.419 2.606 -3.898 -0.024 0.021 -0.055 -0.113
N -1.721 2.152 -3.417 -0.011 -0.021 -0.006 -0.285
C -2.392 3.216 -2.690 -0.019 0.002 0.008 -0.109
C -1.468 1.002 -2.511 0.003 0.064 0.030 -0.613
N -1.092 1.026 -1.355 -0.114 -0.009 -0.113 0.001
H -0.545 3.429 -4.611 0.013 -0.035 0.025 0.084
H 0.094 1.780 -4.391 0.006 -0.017 -0.002 0.060
H 0.211 2.931 -3.057 0.010 0.014 0.005 0.079
H -2.521 4.077 -3.351 -0.006 -0.011 0.003 0.064
H -1.817 3.512 -1.801 -0.001 0.000 0.000 0.075
H -3.374 2.873 -2.360 0.001 -0.002 0.010 0.077
Cl 3.460 -0.648 -5.843 -0.010 0.003 -0.022 0.666
C 3.678 0.835 -4.986 -0.002 0.029 -0.037 -0.707
C 2.808 1.886 -5.197 0.016 -0.008 -0.014 -0.114
C 2.979 3.064 -4.491 -0.023 -0.004 -0.043 -0.026
C 4.015 3.239 -3.577 0.096 -0.115 0.028 -0.172
C 4.218 4.591 -2.896 0.216 -0.129 -0.034 -0.272
C 4.241 4.613 -1.362 -0.015 -0.015 0.004 -0.086
N 3.041 4.169 -0.682 0.041 -0.036 0.165 -0.089
C 2.266 4.929 0.167 0.027 -0.048 0.060 -0.111
C 1.255 4.107 0.579 0.094 0.046 -0.051 -0.150
N 1.392 2.868 0.015 -0.085 0.062 0.012 0.095
C 2.465 2.935 -0.731 0.010 -0.060 0.016 -0.197
O 3.352 5.577 -3.421 -0.069 0.131 -0.072 -0.125
C 2.023 5.526 -2.952 -0.222 0.116 -0.030 -0.176
C 1.046 6.034 -3.971 -0.004 0.021 0.001 -0.299
C 1.230 6.395 -5.270 -0.025 0.020 0.015 -0.959
Cl 2.665 6.437 -6.217 0.011 0.002 -0.008 0.656
S -0.238 6.869 -6.042 0.003 -0.007 -0.003 0.962
C -1.130 6.588 -4.607 0.013 0.010 0.007 -0.426
C -0.333 6.153 -3.603 -0.005 0.025 -0.007 -0.157
C 4.895 2.161 -3.431 -0.061 0.079 -0.016 -0.571
Cl 6.337 2.280 -2.446 -0.078 0.138 0.064 0.694
C 4.726 0.958 -4.094 0.024 0.012 -0.008 -0.169
H 1.990 1.778 -5.896 -0.003 0.001 -0.005 0.106
H 2.299 3.880 -4.689 0.036 -0.065 -0.018 0.089
H 5.215 4.940 -3.184 0.017 -0.028 0.011 0.151
H 4.418 5.647 -1.058 -0.008 -0.008 -0.028 0.133
H 5.087 4.025 -1.027 0.117 -0.115 0.074 0.082
H 2.512 5.954 0.389 -0.001 0.004 0.004 0.106
H 0.442 4.334 1.251 -0.001 0.004 0.002 0.080
H 2.847 2.116 -1.328 0.006 -0.005 -0.005 0.051
H 1.913 6.128 -2.043 -0.015 -0.017 -0.104 0.126
H 1.730 4.505 -2.684 -0.028 0.086 -0.027 0.115
H -2.198 6.737 -4.587 -0.005 -0.002 -0.002 0.064
H -0.695 5.884 -2.620 0.002 -0.009 0.002 0.118
H 5.383 0.123 -3.889 -0.011 0.018 0.005 0.077
C -2.757 -4.486 7.336 0.003 0.000 -0.004 -0.073
C -2.483 -4.000 5.935 -0.006 -0.002 0.003 -0.290
C -1.250 -4.215 5.332 0.001 0.016 0.005 -0.023
C -0.970 -3.749 4.050 -0.003 -0.003 0.001 -0.197
C 0.375 -3.987 3.419 -0.002 -0.003 0.000 -0.029
C -1.965 -3.062 3.353 -0.025 0.007 -0.011 -0.054
C -3.213 -2.838 3.936 0.002 0.005 0.005 -0.203
C -4.269 -2.068 3.187 0.002 -0.006 0.004 -0.030
C -3.454 -3.308 5.222 0.003 -0.005 -0.007 -0.029
C -1.663 -2.522 1.967 0.064 -0.034 0.040 -0.658
O -2.171 -3.074 0.980 -0.001 -0.004 -0.004 0.006
O -0.885 -1.526 1.958 -0.005 -0.074 0.092 -0.209
H -2.005 -5.208 7.654 0.000 -0.001 0.000 0.065
H -3.737 -4.964 7.405 -0.002 0.000 0.001 0.068
H -2.747 -3.659 8.051 0.000 -0.001 0.002 0.072
H -0.480 -4.759 5.873 0.001 -0.001 0.001 0.106
H 1.039 -4.523 4.098 -0.004 -0.011 -0.002 0.074
H 0.851 -3.048 3.134 0.003 0.005 0.008 0.057
H 0.278 -4.566 2.497 0.001 0.007 -0.007 0.089
H -4.344 -2.422 2.159 -0.010 -0.006 0.001 0.074
H -4.011 -1.006 3.141 0.006 -0.002 -0.012 0.082
H -5.241 -2.162 3.673 0.002 0.009 0.007 0.069
H -4.426 -3.132 5.675 -0.002 0.001 0.001 0.107
Se -2.498 0.149 -5.015 -0.009 -0.009 0.015 1.078
N -2.506 -1.619 -5.354 -0.003 0.002 -0.012 -0.295
C -1.967 -2.262 -4.306 -0.004 0.000 0.016 -0.397
C -1.788 -3.652 -4.229 0.004 0.005 0.006 -0.033
C -1.233 -4.187 -3.084 -0.004 0.000 -0.007 -0.072
C -0.877 -3.350 -2.033 -0.004 0.012 0.017 -0.150
N -1.026 -2.019 -2.060 -0.134 0.028 -0.112 0.030
C -1.536 -1.486 -3.170 -0.010 -0.022 -0.003 -0.334
N -1.736 -0.159 -3.364 0.046 -0.008 -0.052 -0.202
H -2.081 -4.265 -5.072 -0.001 -0.002 0.000 0.101
H -1.062 -5.250 -2.989 -0.002 -0.001 -0.002 0.096
H -0.444 -3.750 -1.126 -0.001 -0.003 0.005 0.071
```
Forces are in eV/Å.

Values from the calculation:
Net charge: -2
ΔE to the lowest compared entry with this formula, charge and spin in kcal per mole: 32.7
Kohn-Sham gap (alpha / beta) in eV: 5.7 / 5.2
Electronic energy in Eh: -13827.6879